DFT (wB97M-V/def2-TZVPD) results for a 15-piece molecular cluster, C33H91F3O16S13 overall at a distorted geometry.

Positions of all 156 atoms, in Å:
S: -4.01 -3.35 2.89
S: 2.00 5.67 1.23
S: 2.66 -3.87 -3.59
S: -6.20 0.49 -0.59
S: 0.16 -0.46 -6.96
S: 4.57 -2.51 1.15
S: 0.79 -4.71 4.20
S: 5.20 2.38 -1.45
S: 2.38 -1.17 5.60
S: 4.59 3.55 -5.27
S: -1.17 2.97 5.15
S: -2.56 -1.91 -4.19
S: -3.02 -1.89 7.06
F: -1.64 -1.50 2.40
F: -1.78 0.31 1.18
F: 0.13 -0.34 1.98
O: -4.03 -1.64 -4.41
O: 4.15 -3.90 -3.40
O: 0.52 -0.91 -0.46
O: 3.14 -0.09 6.33
O: 4.82 4.66 -4.28
O: 5.40 3.36 -0.33
O: -4.33 3.99 -2.67
O: -6.97 1.57 -1.30
O: -1.60 -2.36 7.27
O: 1.39 6.88 1.88
O: 1.13 -6.06 4.79
O: -0.01 3.82 5.60
O: 5.75 -2.00 1.94
O: -0.53 -2.83 0.07
O: -4.61 -4.62 3.43
O: -0.42 0.31 -8.13
C: 1.10 5.39 -0.30
C: -2.03 3.13 -2.82
C: -2.17 -2.98 -5.61
C: -4.78 1.29 0.26
C: 1.93 -3.62 -1.96
C: 3.99 4.29 -6.83
C: -3.45 -3.83 1.22
C: -5.22 -0.38 -1.81
C: 3.52 6.34 0.46
C: 1.76 0.73 -1.60
C: 0.40 0.39 -1.00
C: -2.71 3.86 5.47
C: 1.95 -0.02 -7.04
C: 5.66 0.78 -0.71
C: -4.12 -3.31 6.77
C: -1.02 -0.79 1.43
C: -3.17 -1.11 5.46
C: -2.58 5.20 -1.43
C: -1.24 3.07 3.32
C: 3.09 2.72 -4.64
C: -0.15 0.72 -5.58
C: -0.83 -4.20 4.92
C: -0.70 -1.51 0.06
C: 2.24 -2.23 -4.27
C: 0.65 -0.59 5.36
C: 1.92 -2.30 6.98
C: 3.94 -3.90 2.15
C: -2.43 -3.19 -2.91
C: 6.64 2.56 -2.62
C: -3.02 4.31 -2.64
C: 0.08 -5.03 2.57
C: -5.49 -2.41 2.35
C: 3.18 -1.38 1.53
H: -2.55 -1.51 4.66
H: 2.99 -4.29 1.79
H: 2.81 -2.80 7.36
H: -2.28 4.63 -0.54
H: -3.49 3.41 4.86
H: 2.78 -1.47 -3.71
H: 4.68 -4.70 2.20
H: 4.88 4.60 -7.36
H: 2.70 2.20 -5.52
H: 1.92 0.20 -2.54
H: 2.50 0.35 -0.89
H: 0.02 -0.63 6.25
H: 2.13 -2.68 -1.45
H: -2.58 4.87 5.06
H: 1.91 0.95 -7.53
H: -5.82 -1.16 -2.29
H: 1.07 6.27 -0.95
H: -4.63 -1.10 -1.22
H: 0.84 -3.56 -2.06
H: 0.20 1.07 -0.16
H: -1.46 -3.67 -2.84
H: -3.48 -2.96 0.56
H: -2.92 3.82 6.53
H: 2.34 0.04 -6.03
H: -6.11 -3.03 1.71
H: 6.53 1.77 -3.37
H: 2.48 -0.72 -7.69
H: 3.68 -0.42 1.48
H: -3.93 -4.73 0.84
H: 0.05 5.19 -0.08
H: 2.46 -1.48 0.71
H: -3.39 5.91 -1.26
H: -1.43 -1.18 -0.70
H: -0.93 4.09 3.09
H: -4.16 -0.96 5.03
H: -1.70 5.80 -1.73
H: -4.72 0.24 -2.55
H: 3.88 -3.63 3.21
H: -3.20 -3.93 -3.11
H: 3.29 2.06 -3.81
H: 0.63 0.40 4.92
H: 0.23 -1.33 4.68
H: 5.10 0.80 0.22
H: 1.94 1.80 -1.67
H: -2.90 -3.79 -5.73
H: -0.99 3.42 -2.60
H: -5.10 -2.90 6.48
H: -4.17 -3.91 7.67
H: -2.30 -2.32 -6.47
H: 0.85 -5.49 1.96
H: 2.66 -1.64 2.45
H: 7.51 2.26 -2.03
H: -5.28 -1.46 1.84
H: 5.41 -0.10 -1.30
H: -2.39 -4.09 1.32
H: 3.22 5.04 -6.66
H: 0.28 0.24 -4.70
H: 2.55 -2.17 -5.31
H: 3.87 5.75 -0.38
H: 3.18 7.29 0.05
H: 1.34 -1.79 7.75
H: -2.80 5.02 -3.49
H: -6.08 -2.06 3.20
H: -4.48 2.21 -0.24
H: 0.33 1.67 -5.83
H: -3.84 -3.87 5.88
H: -0.52 2.34 2.95
H: 3.54 3.50 -7.44
H: 6.75 3.50 -3.15
H: 2.44 3.56 -4.40
H: -2.23 2.67 -3.78
H: 6.73 0.69 -0.52
H: 4.33 6.48 1.17
H: -1.17 -3.42 -5.65
H: -0.23 -4.08 2.13
H: 2.13 -4.45 -1.28
H: -1.22 0.91 -5.53
H: -2.74 -2.70 -1.99
H: -2.23 2.89 2.92
H: -5.04 1.42 1.31
H: 1.32 -3.13 6.59
H: -2.83 -0.08 5.62
H: 1.53 4.53 -0.82
H: -0.37 0.62 -1.76
H: -1.11 -3.24 4.47
H: -1.64 -4.90 4.71
H: -3.91 0.63 0.25
H: -2.28 2.41 -2.02
H: -0.73 -5.76 2.69
H: 1.17 -2.07 -4.15
H: -0.66 -4.02 5.98

Output
Total charge   -2
Frontier orbital gap   4.2 eV
Electronic energy   -217455.952 eV
E_HOMO   -1.483 eV
Molar mass   1217.94 g mol⁻¹
LUMO level   2.723 eV

Löwdin atomic charge list, values in e, 4 entries: S 0.8103; S 0.8111; S 0.8191; S 0.7954